Entry 1:
Molecular formula: C50H119N7O13
Method: DFT, the ωB97M-V functional and the def2-TZVPD basis

The geometry in ORCA input format:
```
! wB97M-V def2-TZVPD RIJCOSX def2/J DEFGRID3
* xyz 0 1
O 3.14209 -0.68175 -4.22240
O -1.83009 -1.02295 -3.24023
O -3.35101 -1.15086 3.85977
O -0.37159 2.43465 1.59694
O 1.20908 -2.06266 4.71475
O 1.47510 -4.89954 0.45189
O 0.04954 2.16202 -6.93924
O 0.21852 0.00667 0.48570
O -4.17231 1.06971 -0.07917
O 2.23510 5.33326 0.31204
O -4.18968 -5.66650 -0.10643
O 1.61557 -7.80319 6.89116
O -7.92622 3.87258 4.35463
N -3.37348 1.65952 3.55762
N -6.09704 2.05024 2.26574
N -1.41064 -4.65906 -0.90971
N 0.50709 -5.56122 5.49718
N 2.47066 5.10226 -1.09230
N 0.51941 0.73748 -4.23901
N 3.73499 0.20327 -3.22408
C -1.72236 2.77092 1.99153
C 0.78339 -4.35968 4.62154
C 0.81505 -3.15130 5.51207
C -0.50411 -0.99402 -2.80641
C 2.64209 -4.45241 1.00782
C 1.56758 4.78951 -3.32723
C 4.72863 1.08853 -3.91899
C 0.27650 4.04546 -1.33276
C 4.01848 1.98114 -4.95820
C -0.09735 -4.97719 -1.50858
C 5.05254 -1.99792 -2.74387
C -1.94293 1.90813 3.23411
C 3.56079 5.95024 -1.49415
C 0.41350 6.50835 -1.78404
C 4.30561 -0.76526 -2.21820
C 1.15365 -0.80538 5.35777
C -0.46987 0.58396 -5.26832
C -2.16193 -2.32367 -3.72787
C 6.05491 1.17491 -1.79464
C -7.89107 4.75548 3.23982
C 3.48384 7.48024 -1.22530
C 5.17021 0.08725 -1.15167
C -3.48158 0.60976 -1.21691
C 1.99226 -8.95325 7.59103
C -6.95599 1.77237 3.41880
C -5.40340 -5.23840 0.49399
C -6.21899 1.08565 1.24181
C 1.15769 -4.39312 -0.85449
C 4.81675 5.48452 -0.72856
C -5.58453 1.30872 -0.10936
C -0.20650 -1.87828 1.86573
C 0.71391 3.14629 2.18824
C 3.82370 5.69302 -2.96747
C 5.81199 0.38979 -4.67587
C 3.07993 -1.31553 -1.47642
C 0.55921 -0.60855 1.66835
C 2.62891 5.78253 -3.89148
C -2.41738 -5.42984 -1.71938
C -2.77762 -0.41010 4.89186
C 0.12850 0.78893 -6.70166
C -3.93327 -5.19590 -1.38429
C -3.49891 0.98924 4.82542
C -0.04330 0.42041 -2.91041
C 5.23622 2.00285 -2.80673
C 1.21720 5.18165 -1.88687
C 0.46245 2.55249 -8.29123
C 0.55819 -7.96808 5.96735
C -3.30295 -2.55931 4.00717
C 0.72653 -6.88380 4.93766
C -6.89382 2.93915 4.46650
H -0.17610 -4.57049 -2.51464
H 1.72326 2.77941 1.98730
H 3.79772 1.37960 -5.86566
H -3.70527 1.24091 -2.18642
H 6.92284 0.73897 -2.32533
H -5.76924 2.36621 -0.52038
H 3.02536 2.49714 -4.70779
H 4.43286 7.87950 -1.61181
H -8.03416 1.80940 3.21561
H -0.98885 1.02945 -2.68007
H -5.91984 3.55204 4.45889
H -2.03437 -3.11161 -2.97345
H 6.29213 -0.45401 -4.21437
H -6.08338 0.63968 -0.82848
H 0.65136 0.60401 -2.09843
H 0.90077 1.62785 -4.20952
H 2.83980 -8.53231 8.16008
H 4.77003 -2.21164 -3.75511
H -1.20621 1.35916 -5.22986
H 2.20915 -9.71176 6.86773
H 6.58548 1.85400 -1.10671
H 0.72301 7.20709 -2.56973
H -7.31236 0.97007 1.04410
H 6.11043 -1.91464 -2.60746
H 5.42557 -0.07136 -5.59419
H -1.35325 -5.03218 0.01613
H 5.00833 5.94900 0.22392
H 2.68373 -3.35094 0.80880
H 6.51932 1.12489 -5.03127
H -0.40016 -8.07038 6.55491
H -7.06131 5.52290 3.37713
H 0.99636 -0.01569 4.58027
H 0.78908 7.06359 -0.90126
H 0.79870 3.06474 -1.39533
H -3.60120 -0.42007 -1.41300
H 1.70667 -7.03847 4.57181
H -0.68307 6.32887 -1.66621
H 0.16643 -1.70418 -3.30443
H -1.65142 3.76905 2.30501
H -2.46562 2.60877 1.21520
H -5.12326 2.19198 2.55672
H 3.57429 -4.85671 0.55436
H -4.51646 0.79272 5.13401
H 0.07789 4.18294 -0.25032
H -0.04562 -6.05591 -1.57068
H -0.40192 -1.32002 -1.74409
H 1.79596 -4.40655 4.25308
H -3.73326 1.05589 2.86496
H -4.50846 -5.67207 -2.25687
H 3.38034 -1.51171 -0.44318
H -5.76778 -5.96307 1.28117
H 0.70116 4.72499 -4.01670
H 2.68925 -2.19316 -1.98827
H 2.92607 5.52628 -4.94403
H -0.37621 0.25159 -7.56029
H 2.06330 -0.58410 5.97200
H 0.77467 4.15543 1.83331
H 1.14502 -9.31380 8.22087
H 4.39631 0.54898 -0.49175
H -1.47283 2.18972 4.16636
H -7.08144 2.50524 5.49793
H 1.52955 -3.27134 6.34869
H 1.68512 -0.79260 1.73969
H -1.70435 -0.22706 4.59449
H 4.69579 -2.93654 -2.26728
H 2.55943 -4.64556 2.09604
H 3.57501 7.68601 -0.14033
H 1.99556 -4.54879 -1.50792
H 4.28975 2.39996 -2.32705
H 0.51021 3.66711 -8.32536
H 0.04933 -4.13871 3.80665
H -6.64626 0.81710 3.84924
H -2.25919 -6.49565 -1.69741
H 4.68778 2.79732 -5.34048
H 0.33397 0.06406 2.49944
H -2.24251 -2.93210 3.88350
H -5.84238 0.13494 1.58512
H 4.67625 6.33555 -3.38128
H 2.23336 -0.53413 -1.39555
H -0.70068 4.06023 -1.82896
H -2.48126 0.83816 -1.03465
H 2.70822 8.11165 -1.71124
H -2.45899 -5.02657 -2.74219
H -3.13726 -2.30787 -4.16759
H -0.12759 -7.01454 4.17262
H -7.67678 4.20013 2.34908
H -5.27336 -4.32708 1.04422
H 0.52483 3.15502 3.25063
H -3.72879 -2.95614 4.90442
H -0.30614 2.22927 -9.01929
H 4.79783 4.40432 -0.68211
H -2.84882 -0.85637 5.96172
H -4.19234 -4.18028 -1.40368
H -1.21399 -1.69827 2.17540
H 1.59367 6.05765 0.47839
H -1.48278 0.89419 3.02611
H 0.96538 -5.43190 6.36775
H 5.86261 -0.62557 -0.65782
H 4.15621 4.58602 -3.05007
H -1.60586 -2.54962 -4.62486
H 5.87055 2.80701 -3.08757
H -3.01668 1.61682 5.56253
H 0.54506 -8.98338 5.47521
H -0.15862 -2.51103 1.01066
H 1.42053 2.06022 -8.61789
H 0.98787 -3.33831 -0.70746
H -8.83250 5.30656 3.13583
H 1.22838 0.44962 -6.69821
H 0.25155 -2.31874 2.73253
H -0.99091 -0.37568 -5.21026
H 0.32762 -0.65875 6.08084
H 2.04820 3.83310 -3.28107
H -0.19207 -2.95803 5.98623
H -3.90761 -2.95995 3.17645
H 2.24625 6.82145 -3.97088
H 2.30176 -0.11904 -4.32973
H -6.23577 -5.14758 -0.18623
H 5.61093 5.84370 -1.37775
H -0.02213 0.95032 0.75206
*
```

Output
SMILES   CC1(C)CCCC(C)(C)N1O.CC1(C)CCCC(C)(C)N1O.COCCNCCOC.COCCNCCOC.COCCNCCOC.COCCNCCOC.COCCNCCOC.CCO

=====

Entry 2:
Molecular formula: C2H8N3O
Method: DFT, the ωB97M-V functional and the def2-TZVPD basis

The geometry in ORCA input format:
```
! wB97M-V def2-TZVPD RIJCOSX def2/J DEFGRID3
* xyz 1 1
O 0.18351 -1.85767 -0.29502
N -0.00110 -0.70894 0.00859
N -1.29004 0.93376 1.29673
N 1.58382 -0.11832 -1.69760
C 1.11779 0.25576 -0.40989
C -1.23491 -0.35078 0.78712
H -2.14168 -0.38388 -0.03283
H 0.67439 1.23541 -0.28410
H -1.98313 1.57788 0.91585
H 1.03363 0.09280 -2.50879
H 1.96201 0.09066 0.38897
H 2.22370 -0.81014 -1.76532
H -0.73158 1.27149 2.07534
H -1.39642 -1.22803 1.52094
*
```

Output
Energy above the lowest of the compared OMol25 structures with the same formula, charge and spin   120.1 kcal/mol
SMILES   NC[N+](=O)CN

=====

Entry 3:
Molecular formula: C4H14N2P
Method: DFT, the ωB97M-V functional and the def2-TZVPD basis

The geometry in ORCA input format:
```
! wB97M-V def2-TZVPD RIJCOSX def2/J DEFGRID3
* xyz 1 1
P -1.19352 1.11532 0.50380
N -1.34558 -1.55925 0.28648
N 1.50529 0.51697 -0.51790
C 0.79671 -0.80763 -0.41950
C -2.40431 0.90317 -0.87421
C 2.41083 0.64617 0.66114
C -0.28824 -0.61001 0.58230
H 2.93350 1.64299 0.52468
H -1.93357 1.34623 -1.87720
H 3.02500 -0.25777 0.46710
H -2.26282 -1.17984 0.54521
H -2.63327 -0.19120 -1.11441
H -3.10170 1.75526 -0.82362
H -1.01483 -2.49793 0.66228
H 1.80976 0.61935 1.66563
H 1.50331 -1.51890 -0.22089
H 0.40007 -1.10704 -1.48299
H 2.03570 0.65408 -1.41150
H -2.01485 0.88941 1.48363
H 0.80434 1.26547 -0.38327
H 0.18379 -0.49871 1.66343
*
```

Output
Energy above the lowest of the compared OMol25 structures with the same formula, charge and spin   68.1 kcal/mol
SMILES   C[NH2+]C[C@H](N)PC

=====

Number 1: frontier orbital gap 0.327 Eh, HOMO level -8.30 eV. Number 2: frontier orbital gap 0.281 Eh, HOMO level -14.42 eV. Number 3: frontier orbital gap 0.365 Eh, HOMO level -13.05 eV.